# 1
{"formula": "C35H49F5O26", "method": "wB97M-V/def2-TZVPD", "e_homo_ev": -9.2727, "charge": 0, "de_lowest_ev": 0.045, "smiles": "O=C1OC[C@@H](F)O1.O=C1OC[C@@H](F)O1.O=C1OC[C@@H](F)O1.O=C1OC[C@@H](F)O1.O=C1OC[C@@H](F)O1.C[C@H]1COC(=O)O1.C[C@H]1COC(=O)O1.C[C@H]1COC(=O)O1.C1CCOC1.C1CCOC1", "elements": ["O", "C", "O", "C", "C", "F", "O", "H", "H", "H", "O", "C", "O", "C", "C", "F", "O", "H", "H", "H", "O", "C", "O", "C", "C", "F", "O", "H", "H", "H", "O", "C", "O", "C", "C", "F", "O", "H", "H", "H", "O", "C", "O", "C", "C", "F", "O", "H", "H", "H", "C", "C", "C", "O", "C", "O", "O", "H", "H", "H", "H", "H", "H", "C", "C", "C", "O", "C", "O", "O", "H", "H", "H", "H", "H", "H", "C", "C", "C", "O", "C", "O", "O", "H", "H", "H", "H", "H", "H", "C", "C", "C", "O", "C", "H", "H", "H", "H", "H", "H", "H", "H", "C", "C", "C", "O", "C", "H", "H", "H", "H", "H", "H", "H", "H"], "positions_angstrom": [[3.313, 2.978, 2.787], [2.272, 2.935, 2.133], [2.106, 3.478, 0.922], [0.929, 2.940, 0.377], [0.140, 2.611, 1.618], [-0.579, 1.428, 1.499], [1.074, 2.478, 2.597], [0.552, 3.648, -0.436], [1.163, 2.036, -0.211], [-0.566, 3.310, 1.953], [-0.161, -3.894, 0.099], [0.542, -4.117, 1.060], [0.605, -5.235, 1.759], [1.199, -4.952, 3.032], [2.188, -3.888, 2.604], [3.415, -4.384, 2.200], [1.572, -3.301, 1.442], [0.415, -4.582, 3.694], [1.736, -5.786, 3.435], [2.359, -3.098, 3.339], [1.238, 3.973, -3.833], [2.303, 3.878, -3.262], [2.444, 3.877, -1.881], [3.833, 3.635, -1.569], [4.443, 3.171, -2.844], [4.379, 1.774, -2.914], [3.518, 3.656, -3.818], [4.188, 4.611, -1.293], [3.978, 2.944, -0.779], [5.441, 3.644, -3.172], [4.887, -1.863, -2.446], [4.165, -1.212, -3.107], [4.392, -0.832, -4.371], [3.226, -0.248, -4.914], [2.212, -0.263, -3.735], [1.140, -1.298, -3.927], [2.959, -0.767, -2.698], [3.500, 0.732, -5.261], [2.975, -0.828, -5.807], [1.727, 0.657, -3.431], [-1.418, 1.712, -1.890], [-1.085, 0.650, -1.476], [0.191, 0.230, -1.421], [0.296, -1.148, -0.980], [-1.106, -1.434, -0.506], [-1.215, -1.246, 0.846], [-1.895, -0.340, -1.071], [0.492, -1.753, -1.870], [1.027, -1.178, -0.183], [-1.563, -2.407, -0.851], [0.029, 1.255, 6.274], [0.487, 0.431, 5.063], [1.950, 0.140, 4.957], [2.144, -1.191, 5.512], [0.965, -1.762, 5.307], [0.803, -2.970, 5.335], [-0.010, -0.929, 5.003], [0.258, 2.332, 6.078], [0.530, 0.985, 7.184], [-1.070, 1.193, 6.322], [0.179, 0.874, 4.086], [2.521, 0.890, 5.576], [2.276, 0.087, 3.926], [5.596, -2.456, 0.576], [5.587, -1.301, 1.518], [5.840, 0.037, 0.797], [4.553, 0.481, 0.402], [3.691, -0.063, 1.204], [2.524, 0.221, 1.281], [4.172, -1.057, 1.971], [6.514, -2.437, -0.008], [4.847, -2.289, -0.166], [5.356, -3.406, 1.020], [6.059, -1.426, 2.475], [6.448, -0.179, -0.053], [6.331, 0.795, 1.408], [-4.662, -0.425, 3.371], [-3.504, 0.374, 2.861], [-3.810, 1.454, 1.771], [-3.192, 2.646, 2.378], [-2.759, 2.363, 3.592], [-2.310, 3.191, 4.313], [-2.869, 1.062, 3.947], [-4.397, -0.771, 4.346], [-4.736, -1.269, 2.723], [-5.621, 0.161, 3.347], [-2.769, -0.409, 2.520], [-4.875, 1.612, 1.704], [-3.372, 1.295, 0.792], [-5.015, -2.614, -0.860], [-4.964, -1.127, -0.959], [-6.456, -0.829, -0.726], [-6.923, -1.703, 0.262], [-6.184, -2.912, 0.069], [-4.062, -3.052, -0.509], [-5.269, -2.965, -1.851], [-4.617, -0.738, -1.902], [-4.335, -0.689, -0.150], [-6.939, -0.863, -1.734], [-6.675, 0.180, -0.291], [-6.844, -3.662, -0.414], [-5.918, -3.143, 1.086], [-3.692, 1.865, -4.992], [-2.191, 1.698, -5.252], [-2.169, 1.139, -6.632], [-3.395, 0.441, -6.833], [-4.343, 0.787, -5.831], [-4.125, 2.877, -5.313], [-3.812, 1.827, -3.945], [-1.848, 0.876, -4.606], [-1.594, 2.582, -5.025], [-1.266, 0.483, -6.837], [-2.109, 2.027, -7.278], [-4.647, -0.108, -5.354], [-5.262, 1.150, -6.273]], "lowdin_charge": [0.1298, -0.5084, 0.0682, -0.0646, -0.2896, 0.0654, 0.1305, 0.1669, 0.1248, 0.1520, 0.1422, -0.5188, 0.0948, -0.0241, -0.2519, 0.0495, 0.1164, 0.1315, 0.1421, 0.1509, 0.1589, -0.4900, 0.0389, -0.0524, -0.2336, 0.0569, 0.1076, 0.1452, 0.1191, 0.2015, 0.1900, -0.5611, 0.0829, -0.0424, -0.1778, -0.0385, 0.1155, 0.1241, 0.1470, 0.1553, 0.1618, -0.5908, 0.0310, -0.0355, -0.2600, 0.0573, 0.0971, 0.1288, 0.1220, 0.1646, 0.0008, -0.2940, -0.0744, 0.0911, -0.6021, 0.1001, 0.1111, 0.1056, 0.0763, 0.0877, 0.1409, 0.1609, 0.1152, -0.0153, -0.2233, -0.0682, 0.1029, -0.6023, 0.1421, 0.0740, 0.0988, 0.0650, 0.0778, 0.1493, 0.1237, 0.1420, -0.0146, -0.3151, -0.0138, 0.0672, -0.6244, 0.1490, 0.0785, 0.0838, 0.0660, 0.1122, 0.1480, 0.1200, 0.1134, -0.1749, -0.1784, -0.2340, -0.1343, -0.1865, 0.1183, 0.1112, 0.1054, 0.0984, 0.1263, 0.1272, 0.1260, 0.1089, -0.1564, -0.1842, -0.2311, -0.1257, -0.2053, 0.1381, 0.0824, 0.1065, 0.1195, 0.1339, 0.1151, 0.0979, 0.1090]}

---

# 2
{"formula": "C28H31N2", "method": "wB97M-V/def2-TZVPD", "e_homo_ev": -10.8369, "charge": 1, "de_lowest_ev": 0.000, "elements": ["C", "C", "C", "C", "C", "C", "C", "C", "C", "N", "C", "C", "H", "H", "H", "H", "H", "H", "H", "H", "H", "H", "H", "H", "H", "H", "H", "C", "C", "N", "C", "C", "C", "C", "C", "C", "C", "C", "C", "C", "C", "C", "C", "C", "C", "H", "H", "H", "H", "H", "H", "H", "H", "H", "H", "H", "H", "H", "H", "H", "H"], "positions_angstrom": [[-2.445, 2.914, 0.317], [-2.127, 2.398, -0.945], [-0.797, 2.123, -1.280], [0.223, 2.368, -0.346], [1.662, 2.051, -0.688], [2.060, 0.671, -0.157], [3.490, 0.183, -0.465], [3.830, -0.759, 0.713], [2.661, -0.620, 1.702], [1.939, 0.570, 1.273], [-0.094, 2.887, 0.920], [-1.427, 3.162, 1.246], [-3.482, 3.153, 0.566], [-2.918, 2.211, -1.675], [-0.537, 1.709, -2.265], [1.806, 2.021, -1.777], [2.355, 2.797, -0.258], [1.357, -0.069, -0.608], [3.518, -0.318, -1.437], [4.193, 1.026, -0.471], [3.908, -1.800, 0.382], [4.767, -0.443, 1.187], [1.978, -1.490, 1.579], [2.988, -0.587, 2.752], [0.973, 0.585, 1.601], [0.713, 3.057, 1.646], [-1.661, 3.574, 2.232], [2.365, 4.955, 3.377], [2.533, 3.665, 4.049], [1.616, 3.243, 4.942], [1.944, 1.984, 5.433], [3.161, 1.588, 4.833], [3.686, 0.338, 5.159], [3.008, -0.447, 6.108], [1.801, -0.022, 6.694], [1.242, 1.217, 6.355], [3.562, 2.687, 3.944], [4.693, 2.767, 3.140], [5.945, 2.116, 3.383], [6.443, 1.877, 4.693], [7.636, 1.191, 4.893], [8.323, 0.614, 3.818], [9.468, -0.318, 4.072], [7.902, 0.926, 2.520], [6.782, 1.718, 2.301], [3.315, 5.203, 2.901], [1.574, 4.907, 2.615], [2.097, 5.740, 4.102], [0.803, 3.786, 5.214], [4.613, -0.011, 4.704], [3.424, -1.410, 6.403], [1.292, -0.667, 7.412], [0.299, 1.590, 6.760], [4.621, 3.415, 2.266], [5.888, 2.261, 5.550], [8.033, 1.058, 5.899], [9.942, -0.632, 3.138], [10.233, 0.135, 4.712], [9.123, -1.218, 4.595], [8.459, 0.540, 1.666], [6.482, 2.010, 1.294]], "lowdin_charge": [-0.0878, -0.0744, -0.0327, -0.2335, -0.1145, -0.3765, -0.1258, -0.1555, -0.2031, -0.0353, -0.0708, -0.0876, 0.1053, 0.1083, 0.1203, 0.1239, 0.1187, 0.1552, 0.1155, 0.1019, 0.1090, 0.0872, 0.1201, 0.0875, 0.1158, 0.0836, 0.0972, 0.0186, -0.1935, 0.1873, -0.1816, -0.1080, -0.0274, -0.0521, -0.0556, 0.0040, -0.0909, 0.1115, -0.2077, -0.0132, -0.0152, -0.2435, -0.0339, -0.0155, 0.0002, 0.0909, 0.0950, 0.1114, 0.1875, 0.1151, 0.1126, 0.1139, 0.1214, 0.1383, 0.1297, 0.1279, 0.0845, 0.0947, 0.0970, 0.1231, 0.1211]}

---

# 3
{"formula": "C37H40AsNOsP2", "method": "wB97M-V/def2-TZVPD", "e_homo_ev": [-11.8542, -13.3863], "charge": 2, "s_squared": 6.049, "spin_multiplicity": 5, "elements": ["C", "C", "C", "C", "C", "C", "C", "C", "C", "C", "C", "C", "C", "H", "H", "H", "H", "H", "H", "H", "N", "Os", "C", "H", "H", "C", "H", "H", "P", "P", "C", "H", "H", "H", "C", "H", "H", "H", "C", "H", "H", "H", "C", "H", "H", "H", "H", "H", "C", "C", "C", "C", "C", "C", "As", "C", "C", "C", "C", "C", "C", "C", "C", "C", "C", "C", "C", "H", "H", "H", "H", "H", "H", "H", "H", "H", "H", "H", "H", "H", "H", "H"], "positions_angstrom": [[-1.703, 3.506, -3.871], [-1.479, 2.161, -3.625], [-0.174, 1.616, -3.902], [0.886, 2.482, -4.379], [0.594, 3.861, -4.622], [-0.673, 4.353, -4.381], [2.157, 1.908, -4.560], [2.378, 0.552, -4.258], [1.239, -0.222, -3.807], [1.405, -1.609, -3.451], [2.666, -2.176, -3.557], [3.786, -1.420, -4.018], [3.652, -0.090, -4.361], [-2.689, 3.936, -3.661], [1.392, 4.518, -4.987], [-0.896, 5.409, -4.565], [2.987, 2.527, -4.921], [2.810, -3.226, -3.280], [4.763, -1.909, -4.090], [4.516, 0.493, -4.700], [0.013, 0.307, -3.671], [-0.257, 0.240, -0.158], [-2.500, 1.256, -2.999], [-2.414, 0.239, -3.415], [-3.523, 1.642, -3.156], [0.210, -2.334, -2.915], [-0.695, -2.022, -3.461], [0.333, -3.429, -2.993], [-2.258, 1.085, -1.135], [-0.132, -1.936, -1.095], [1.188, -2.984, -0.316], [1.039, -2.992, 0.777], [1.179, -4.020, -0.698], [2.168, -2.522, -0.521], [-1.614, -3.043, -0.865], [-1.406, -4.083, -1.175], [-1.913, -3.036, 0.197], [-2.454, -2.651, -1.463], [-2.666, 2.805, -0.595], [-3.610, 3.167, -1.041], [-2.741, 2.814, 0.505], [-1.834, 3.467, -0.884], [-3.837, 0.201, -0.704], [-3.901, 0.089, 0.392], [-4.724, 0.754, -1.062], [-3.830, -0.805, -1.155], [0.547, 0.907, -1.310], [-0.323, 1.712, 0.579], [-0.193, 3.103, 5.680], [0.713, 3.239, 4.627], [0.846, 2.214, 3.687], [0.077, 1.046, 3.791], [-0.827, 0.907, 4.855], [-0.960, 1.938, 5.797], [0.231, -0.241, 2.324], [2.133, -0.597, 2.431], [2.971, -0.441, 1.324], [4.343, -0.684, 1.453], [4.874, -1.077, 2.688], [4.035, -1.231, 3.793], [2.665, -0.992, 3.665], [-1.274, -1.423, 2.677], [-1.059, -2.760, 3.029], [-2.149, -3.598, 3.290], [-3.453, -3.099, 3.200], [-3.667, -1.763, 2.851], [-2.578, -0.926, 2.593], [-0.307, 3.904, 6.398], [1.300, 4.143, 4.527], [1.530, 2.344, 2.858], [-1.448, 0.031, 4.949], [-1.670, 1.844, 6.607], [2.563, -0.129, 0.372], [4.996, -0.564, 0.599], [5.935, -1.260, 2.790], [4.442, -1.531, 4.751], [2.019, -1.107, 4.527], [-0.053, -3.147, 3.104], [-1.983, -4.631, 3.565], [-4.296, -3.747, 3.404], [-4.676, -1.374, 2.787], [-2.742, 0.112, 2.335]], "lowdin_charge": [0.0177, -0.1830, -0.1740, -0.1060, 0.0343, 0.0020, 0.1204, -0.1082, -0.1772, -0.1842, 0.0214, -0.0024, 0.0327, 0.1347, 0.1379, 0.1320, 0.1506, 0.1349, 0.1305, 0.1375, 0.1711, 0.6562, -0.2527, 0.0922, 0.1096, -0.2609, 0.0940, 0.1080, 0.6852, 0.6811, -0.2472, 0.0291, 0.0640, 0.0354, -0.2314, 0.0652, 0.0343, 0.0352, -0.2641, 0.0616, 0.0493, 0.0458, -0.2398, 0.0234, 0.0623, 0.0359, -0.1364, -0.1180, -0.0589, -0.0636, -0.1124, -0.3592, -0.0881, -0.0567, 1.2101, -0.3938, -0.1449, -0.0632, -0.0510, -0.0519, -0.0910, -0.4233, -0.1123, -0.0587, -0.0546, -0.0615, -0.1513, 0.1118, 0.1105, 0.0995, 0.0950, 0.1104, 0.0468, 0.1055, 0.1130, 0.1154, 0.1094, 0.0984, 0.1130, 0.1137, 0.1133, 0.0909]}

---

Number 1: E_tot -3818.70614 Ha, maximum force 3.5 eV/A. Number 2: E_tot -1194.85292 Ha, maximum force 1.6 eV/A. Number 3: E_tot -4497.21030 Ha, maximum force 2.7 eV/A.